Density functional theory data (ωB97M-V with the def2-TZVPD basis set) for a molecular structure, FeI in a non-equilibrium geometry.

## Properties
Net charge: +2
Orbital gap (spin up / spin down): 10.672 / 6.282 eV
Energy: -1560.4903 hartree
Relative energy (zero: lowest compared OMol25 entry of this formula, charge and spin): 20.98 kJ/mol
<S²>: 8.781
2S+1: 6

```
2
Properties=species:S:1:pos:R:3:lowdin_charge:R:1
Fe 0.20 -0.07 -1.34 0.97
I -0.20 0.07 1.34 1.03
```

=====

Density functional theory data (ωB97M-V with the def2-TZVPD basis set) for 4 unconnected molecules or ions with the total composition H10NO3 in a non-equilibrium geometry.

## Properties
Net charge: +1
Orbital gap: 12.258 eV
Energy: -286.2393 hartree
Relative energy (zero: lowest compared OMol25 entry of this formula, charge and spin): 68.56 kJ/mol

```
14
Properties=species:S:1:pos:R:3:lowdin_charge:R:1
N 0.70 0.50 -0.25 0.29
H 0.12 0.93 0.49 0.11
H 1.47 1.08 -0.54 0.15
H 1.18 -0.36 -0.02 0.10
H 0.05 0.41 -1.04 0.14
H -0.26 -1.44 2.11 0.05
H -1.39 -0.44 2.43 0.05
O -0.51 -0.52 2.09 -0.03
H 1.64 -3.06 -1.25 0.07
H 1.55 -1.84 -2.07 0.04
O 1.48 -2.12 -1.18 -0.03
H -1.72 2.91 0.15 0.08
H -2.53 1.96 -0.73 0.03
O -1.78 1.99 -0.18 -0.03
```

=====

Density functional theory data (ωB97M-V with the def2-TZVPD basis set) for 4 unconnected molecules or ions with the total composition H10NO3 in a non-equilibrium geometry.

## Properties
Net charge: +1
Orbital gap: 12.323 eV
Energy: -286.2324 hartree
Relative energy (zero: lowest compared OMol25 entry of this formula, charge and spin): 86.61 kJ/mol

```
14
Properties=species:S:1:pos:R:3:lowdin_charge:R:1
N 0.61 0.73 -0.90 0.23
H -0.36 0.87 -1.20 0.08
H 1.21 1.46 -1.28 0.13
H 1.04 -0.23 -1.24 0.18
H 0.88 0.76 0.16 0.09
H -2.66 0.65 -0.27 0.06
H -2.44 -0.21 -1.60 0.05
O -2.24 0.58 -1.12 -0.02
H 0.25 0.24 2.37 0.09
H 1.33 1.29 2.14 0.06
O 0.93 0.54 1.75 0.00
H 0.45 -2.87 -0.09 0.04
H 0.37 -1.82 1.08 0.02
O 0.64 -2.00 0.20 -0.01
```